[1]
Density functional theory data (ωB97M-V with the def2-TZVPD basis set) for a single C3H5NS molecule in a non-equilibrium geometry.

```
10
Properties=species:S:1:pos:R:3
S 3.437 -0.161 -0.166
N 0.508 -0.460 0.147
C -1.881 -0.257 -0.282
C 1.712 0.193 0.053
C -0.640 0.271 -0.143
H -2.713 0.418 -0.020
H 0.616 -1.436 0.174
H 1.555 1.328 0.219
H -0.479 1.402 0.031
H -2.114 -1.298 -0.014
```

Summary:
- Electronic energy: -570.1774 a.u.
- SMILES: C=CNC=S
- Spin multiplicity: 1

Here are the natural (NBO) charges for atoms 1 to 5, given in e:
1 S -0.16
2 N -0.59
3 C -0.47
4 C -0.01
5 C 0.01



[2]
Density functional theory data (ωB97M-V with the def2-TZVPD basis set) for a single C3H5NS molecule.

```
10
Properties=species:S:1:pos:R:3
S -1.980 -0.704 1.503
N -1.358 -0.649 -0.114
C 0.024 -0.724 -0.441
C 0.901 0.242 -0.366
C 1.811 1.152 -0.239
H -2.298 0.599 1.571
H 0.340 -1.658 -0.897
H 1.996 1.884 -1.009
H 2.431 1.202 0.643
H -1.867 -1.343 -0.651
```

Summary:
- Electronic energy: -570.1576 a.u.
- SMILES: C=C=CNS
- Spin multiplicity: 1

Here are the natural (NBO) charges for atoms 1 to 5, given in e:
1 S 0.16
2 N -0.76
3 C -0.12
4 C 0.06
5 C -0.46



[3]
Density functional theory data (ωB97M-V with the def2-TZVPD basis set) for a single C3H5NS molecule in a non-equilibrium geometry.

```
10
Properties=species:S:1:pos:R:3
S 0.426 1.997 2.148
N 0.931 -0.484 -0.958
C -0.351 -0.894 -0.696
C 0.409 -0.301 0.501
C -0.137 1.013 1.002
H 0.677 -0.863 1.371
H -0.736 -1.919 -0.789
H -1.231 -0.118 -1.018
H 0.830 0.269 -1.789
H -0.820 1.300 0.229
```

Summary:
- Electronic energy: -570.1242 a.u.
- SMILES: S=C[C@H]1CN1
- Spin multiplicity: 1

Here are the natural (NBO) charges for atoms 1 to 5, given in e:
1 S 0.08
2 N -0.57
3 C -0.21
4 C -0.16
5 C -0.27



HOMO energy values, unit eV, following the record order: -8.61 -8.76 -8.86.
Energy above the lowest of the compared OMol25 structures with the same formula, charge and spin values, unit kJ/mol, following the record order: 150.0 202.1 289.7.
LUMO values, unit eV, following the record order: 0.0 0.8 -0.5.